[1]
Molecular formula: C30H54O6S6
Method: DFT, ωB97M-V/def2-TZVPD

Values from the calculation:
Charge: 0

```
96
C30H54O6S6, DFT ωB97M-V/def2-TZVPD
C -5.0216 3.6185 1.3460
S -5.3640 3.5400 -0.4290
O -3.9575 3.9879 -1.1053
C -5.3300 1.7713 -0.5177
H -5.7477 2.9733 1.7940
H -5.1290 4.5581 1.7206
H -4.0767 3.3185 1.4482
H -4.2555 1.6268 -0.6330
H -5.8716 1.5340 -1.3570
H -5.4608 1.3823 0.4573
C 1.7178 3.0361 2.0603
S 2.4646 4.7049 2.1121
O 3.4802 4.7415 3.2803
C 3.6169 4.4973 0.7889
H 2.5802 2.3345 1.9372
H 1.1403 3.1126 1.1535
H 1.2490 2.8196 2.8492
H 4.3345 3.5845 1.0327
H 4.0771 5.3669 0.3995
H 2.9518 3.9838 -0.0683
C 0.1585 -3.5879 2.5286
S -0.5310 -4.8764 1.5463
O -0.8359 -5.9434 2.6052
C -2.0991 -4.0004 1.2921
H -0.4587 -2.9458 3.0723
H 0.8200 -2.9351 1.8880
H 1.0812 -3.9791 3.1301
H -2.8936 -4.7613 1.0728
H -1.8730 -3.2377 0.6459
H -2.4504 -3.5848 2.2602
C -3.6458 0.8446 -6.7797
S -3.0021 -0.1998 -5.4587
O -1.4868 -0.1930 -5.7131
C -3.2211 0.8838 -4.1431
H -3.3429 0.4215 -7.8348
H -3.1347 1.8872 -6.6501
H -4.6161 0.9123 -6.7013
H -2.3382 1.4814 -4.1098
H -3.1709 0.2550 -3.2033
H -4.1627 1.3813 -4.0226
C 6.6635 -2.1645 -1.3277
S 4.9695 -1.7033 -1.5771
O 4.2127 -2.6201 -0.5484
C 5.1399 -0.0827 -0.6804
H 7.0517 -2.1163 -0.3044
H 7.2548 -1.4460 -1.8165
H 6.7997 -3.0147 -1.9446
H 4.2006 0.4480 -0.3771
H 5.8043 0.7383 -1.2302
H 5.3053 -0.3808 0.4429
C 2.2573 0.4290 -5.9997
S 3.5256 -0.8786 -5.8517
O 3.4769 -1.2958 -4.4137
C 2.5854 -2.1623 -6.6623
H 2.4841 1.2637 -5.6109
H 1.3466 -0.0101 -5.4163
H 1.9296 0.4635 -7.0731
H 1.5869 -2.1574 -6.5844
H 2.8437 -3.0444 -6.2527
H 2.9437 -2.4206 -7.6888
C 1.7659 -0.9094 4.2836
C 1.8570 -1.7794 5.5741
C 2.6410 -2.8801 5.6267
C 3.5845 -3.0549 4.5548
C 3.5682 -2.2564 3.4599
C 2.4959 -1.1814 3.2359
H 1.0662 -0.0413 4.3997
H 1.2353 -1.4564 6.3767
H 2.5874 -3.5500 6.5784
H 4.5091 -3.8460 4.7503
H 4.4632 -2.0842 2.5878
H 2.3302 -0.7767 2.3071
C -3.1086 0.9738 3.8345
C -3.2658 -0.1289 2.6898
C -4.5547 -0.6762 2.4728
C -5.5968 -0.2354 3.2361
C -5.4913 0.4617 4.4075
C -4.1258 1.2837 4.6398
H -2.1107 1.4701 4.0741
H -2.3834 -0.5547 2.0850
H -4.7135 -1.3723 1.5407
H -6.7543 -0.5503 3.0263
H -6.2440 0.5576 5.1824
H -3.9413 2.0345 5.4799
C 1.1910 0.1629 -1.4819
C 0.2528 1.1693 -2.0465
C -0.7944 1.6519 -1.3420
C -0.8263 1.2359 -0.0714
C -0.0262 0.3205 0.6013
C 1.1160 -0.3413 -0.2373
H 2.0358 -0.1886 -2.0964
H 0.2347 1.5009 -3.0713
H -1.4034 2.3228 -1.7706
H -1.6779 1.6449 0.4727
H -0.2805 -0.0166 1.7133
H 1.7885 -1.0701 0.1491
```

***

[2]
Molecular formula: C4H5MgO2Tl
Method: DFT, ωB97M-V/def2-TZVPD

Values from the calculation:
⟨S²⟩: 0.75
Charge: +1
2S+1: 2

```
13
C4H5MgO2Tl, DFT ωB97M-V/def2-TZVPD
C 0.9129 -0.4896 -0.4094
C 0.0844 0.0405 0.7248
C -0.9021 0.9757 0.7181
C -1.4743 1.5032 -0.4805
O -2.3214 2.4136 -0.4674
O 1.1200 -1.8273 -0.3089
Tl 1.1248 -4.0228 0.5018
Mg -3.4674 3.5283 -1.6510
H 0.4989 -0.1796 -1.3893
H 0.2922 -0.4565 1.6794
H -1.2956 1.3670 1.6588
H -1.1478 1.0935 -1.4504
H 1.8421 0.1375 -0.2468
```

***

[3]
Molecular formula: C5H13N2S
Method: DFT, ωB97M-V/def2-TZVPD

Values from the calculation:
Charge: +1

```
21
C5H13N2S, DFT ωB97M-V/def2-TZVPD
C 0.5115 -2.4313 0.5432
C 0.2978 -2.6713 -0.7427
C 0.9116 -0.9731 2.3357
N 0.7459 -1.1368 1.0831
H 0.4363 -3.1952 1.3083
H 0.5305 -1.9595 -1.5206
H -0.0153 -3.6731 -0.9963
H 0.8884 0.0498 2.6911
H 0.9653 -1.8196 3.0098
H 0.8144 -0.1795 0.3347
C 0.0441 1.9209 -0.4063
C -1.3207 1.5784 -1.0100
S -2.4592 2.8986 -0.5084
N 0.9940 0.8018 -0.6122
H 0.3968 2.8387 -0.8793
H -0.0695 2.0996 0.6620
H -1.1963 1.5137 -2.0940
H -1.7156 0.6343 -0.6367
H -3.5754 2.1677 -0.4393
H 0.8644 0.3928 -1.5238
H 1.9512 1.1430 -0.5983
```

***

[4]
Molecular formula: C9H21InN3O3
Method: DFT, ωB97M-V/def2-TZVPD

Values from the calculation:
Charge: +3

```
37
C9H21InN3O3, DFT ωB97M-V/def2-TZVPD
In -1.5408 1.7490 2.8156
C -1.0375 -3.7372 -3.2210
C -2.2676 -4.0546 -2.3596
O -2.4885 -3.3852 -1.3730
N -2.9492 -5.1315 -2.7118
C -4.0138 -5.7349 -1.9118
H -0.1394 -3.7477 -2.6035
H -1.1088 -2.7316 -3.6354
H -1.0731 -4.5261 -3.9724
H -2.7605 -5.5929 -3.5903
H -3.7775 -5.7710 -0.8483
H -4.2049 -6.6944 -2.3923
H -4.8474 -5.0327 -1.8949
C 0.6893 9.2363 -1.4770
C -0.3088 8.9837 -0.3571
O -0.4920 7.9152 0.1979
N -0.9622 10.1652 -0.1270
C -2.3166 10.3077 0.5755
H 1.0631 8.3428 -1.9771
H 1.6034 9.5851 -0.9964
H 0.2447 9.9681 -2.1514
H -0.3775 10.9800 -0.2460
H -3.0957 10.6751 -0.0924
H -2.1551 11.0904 1.3167
H -2.6473 9.4095 1.0970
C 4.8278 -4.0029 2.1235
C 3.4089 -4.4434 2.5269
O 2.5303 -3.6048 2.7969
N 3.2794 -5.7091 2.8021
C 2.0739 -6.4077 3.2101
H 5.3573 -3.4438 2.8950
H 4.9099 -3.4140 1.2100
H 5.3568 -4.9077 1.8241
H 4.0288 -6.3857 2.7755
H 1.1675 -6.0507 2.7212
H 1.8674 -6.4948 4.2768
H 2.1558 -7.4032 2.7739
```

***

[5]
Molecular formula: C22H30BrNO3PPdS2
Method: DFT, ωB97M-V/def2-TZVPD

Values from the calculation:
Charge: +1

```
61
C22H30BrNO3PPdS2, DFT ωB97M-V/def2-TZVPD
Pd -0.2296 -0.5355 0.0098
C -3.5480 1.4364 -1.5943
C -2.3188 1.1819 -2.4743
C -1.2971 2.3158 -2.3802
C -2.7869 1.1529 -3.9438
P -1.4643 -0.4077 -1.9840
C -0.2486 -0.8320 -3.2588
C 1.0648 -1.1276 -2.9015
C 1.9877 -1.5389 -3.8530
C 1.6087 -1.6670 -5.1758
C 0.2943 -1.3980 -5.5445
C -0.6277 -0.9910 -4.5993
C -2.6134 -1.8912 -1.8741
C -1.7591 -3.1506 -2.0737
C -3.6848 -1.8517 -2.9714
C -3.3082 -1.9550 -0.5093
H -3.9043 2.4502 -1.7875
H -3.3474 1.3517 -0.5322
H -4.3580 0.7545 -1.8501
H -1.7594 3.2313 -2.7539
H -0.4308 2.1075 -3.0054
H -0.9483 2.5052 -1.3675
H -3.3550 2.0721 -4.0989
H -3.4470 0.3207 -4.1739
H -1.9487 1.1629 -4.6357
H 1.4045 -1.0775 -1.8796
H 3.0006 -1.7555 -3.5423
H 2.3271 -1.9834 -5.9197
H -0.0163 -1.5101 -6.5744
H -1.6405 -0.8047 -4.9211
H -1.3730 -3.2140 -3.0901
H -2.3987 -4.0182 -1.8976
H -0.9293 -3.2161 -1.3724
H -3.2641 -1.8275 -3.9752
H -4.3846 -1.0286 -2.8459
H -4.2552 -2.7792 -2.8876
H -2.6122 -2.2419 0.2746
H -4.0746 -2.7308 -0.5595
H -3.7951 -1.0208 -0.2332
S 1.1120 1.2640 0.0899
C 1.6678 1.5743 -1.4628
N 2.0363 1.8336 -2.5271
C 1.9946 -3.4571 2.3087
S 1.1516 -2.3776 1.2056
O -0.2225 -2.8755 0.9513
O 1.8924 -2.2411 -0.0442
O 0.9936 -1.0337 1.8445
H 2.9405 -3.7311 1.8513
H 1.3650 -4.3295 2.4618
H 2.1540 -2.9235 3.2425
Br -4.2486 2.0720 4.5206
C -3.1189 1.4313 3.1631
C -2.7809 0.0842 3.1300
C -1.9378 -0.3726 2.1262
C -1.5006 0.5085 1.1578
C -1.7738 1.8506 1.2152
C -2.6104 2.3159 2.2234
H -3.1454 -0.5972 3.8848
H -1.6222 -1.4093 2.1289
H -1.3700 2.5612 0.5082
H -2.8508 3.3681 2.2766
```

***

[6]
Molecular formula: C36H46N2O4
Method: DFT, ωB97M-V/def2-TZVPD

Values from the calculation:
Charge: 0

```
88
C36H46N2O4, DFT ωB97M-V/def2-TZVPD
C -2.0405 -3.7416 4.1160
C -0.9879 -2.6547 3.9669
C -1.2046 -1.7777 2.7472
C -0.1127 -0.7299 2.5734
C 0.0324 0.3400 3.6293
C 1.4395 0.6729 3.8994
O 1.9401 1.3099 4.8316
O 2.3055 0.0980 3.0321
C 3.6845 0.3283 3.4065
C 4.5380 -0.3440 2.3652
C -0.9080 1.4370 3.3769
O -0.6647 2.6305 3.2578
O -2.1489 0.9052 3.1624
C -3.2728 1.8114 3.0399
C -4.2667 1.1952 2.0932
H -1.9109 -4.2534 5.0724
H -3.0467 -3.3122 4.0892
H -1.9573 -4.4843 3.3170
H -0.9927 -2.0090 4.8493
H 0.0161 -3.0971 3.9116
H -1.1916 -2.3991 1.8384
H -2.1786 -1.2762 2.7902
H 0.8527 -1.2376 2.4782
H -0.2950 -0.2276 1.6037
H 3.8705 1.4098 3.4374
H 3.8662 -0.0931 4.4048
H 5.5874 -0.1121 2.5569
H 4.4254 -1.4322 2.4053
H 4.2877 0.0076 1.3595
H -3.7156 1.9366 4.0370
H -2.9076 2.7808 2.6797
H -5.1732 1.8038 2.0839
H -3.8528 1.1794 1.0796
H -4.5334 0.1758 2.3927
C -9.0955 0.1548 7.2079
N -8.2254 1.2834 6.9544
C -8.8625 2.5201 6.5541
C -6.8737 1.1673 7.0604
C -6.0194 2.2734 6.8101
C -4.6444 2.1062 6.7904
C -4.0512 0.8484 7.0627
C -2.6043 0.6320 6.9502
C -1.8513 1.4392 6.0857
C -0.4609 1.4868 5.9209
C 0.2233 2.7635 6.0676
C 1.5549 2.8269 6.5507
C 2.2878 4.0082 6.5009
C 1.6913 5.1823 6.0201
C 0.3361 5.1714 5.6779
C -0.4018 3.9841 5.7453
C -1.9789 -0.3921 7.7941
C -0.9414 -1.2228 7.3313
C -0.4093 -2.2242 8.1271
C -0.9017 -2.4381 9.4413
N -0.4474 -3.4755 10.1961
C -0.8384 -3.6429 11.5798
C 0.4140 -4.5028 9.6477
C -1.8951 -1.5550 9.9461
C -2.4223 -0.5754 9.1303
C -4.9141 -0.2239 7.4008
C -6.2869 -0.0789 7.4053
H -8.9112 -0.2721 8.2034
H -10.1293 0.5068 7.1510
H -8.9470 -0.6444 6.4655
H -8.3296 2.9866 5.7161
H -9.8859 2.2829 6.2459
H -8.9004 3.2467 7.3810
H -6.4501 3.2569 6.6192
H -4.0114 2.9728 6.5944
H -2.4202 2.2108 5.5648
H 0.1385 0.6027 6.0763
H 1.9931 1.9479 7.0205
H 3.3373 3.9898 6.8032
H 2.2819 6.0933 5.9080
H -0.1586 6.0772 5.3219
H -1.4617 3.9971 5.4882
H -0.5675 -1.1016 6.3170
H 0.3886 -2.8528 7.7281
H -0.8356 -2.6803 12.1057
H -1.8432 -4.0842 11.6751
H -0.1155 -4.3158 12.0514
H 0.1041 -4.7834 8.6327
H 1.4638 -4.1733 9.6073
H 0.3483 -5.3787 10.3010
H -2.2627 -1.6695 10.9666
H -3.1977 0.0813 9.5263
H -4.4966 -1.2012 7.6422
H -6.9198 -0.9288 7.6594
```

***

[7]
Molecular formula: C3H6O
Method: DFT, ωB97M-V/def2-TZVPD

Values from the calculation:
Charge: 0

```
10
C3H6O, DFT ωB97M-V/def2-TZVPD
C 1.1383 0.6227 -0.2399
C 0.2318 -0.4394 0.3499
C -1.2494 -0.3942 0.0204
O 0.6706 -1.2882 1.0955
H 2.1726 0.2696 -0.2086
H 0.8546 0.8842 -1.2652
H 1.0676 1.5347 0.3697
H -1.4826 0.2414 -0.8370
H -1.6004 -1.4115 -0.1741
H -1.8030 -0.0195 0.8895
```

***

[8]
Molecular formula: C20H30N2O8P2RuS3
Method: DFT, ωB97M-V/def2-TZVPD

Values from the calculation:
⟨S²⟩: 0.76
Charge: -1
2S+1: 2

```
66
C20H30N2O8P2RuS3, DFT ωB97M-V/def2-TZVPD
Ru -0.2390 0.2594 0.2118
C -1.6697 0.0828 2.9377
N -0.2866 0.0157 2.4061
C 0.4683 1.2151 2.8711
C 1.6960 1.4887 2.0211
N 1.2800 1.8633 0.6403
C 2.4079 1.8030 -0.3154
C 0.7443 3.2297 0.6541
C 1.5920 4.3121 0.8721
C 1.0974 5.6037 0.8950
C -0.2664 5.8104 0.7046
C -1.1093 4.7370 0.5056
C -0.6201 3.4214 0.4795
S -1.7396 2.0995 0.3185
C 0.3748 -1.2241 2.8367
C 0.1406 -1.7370 4.1079
C 0.7735 -2.8907 4.5440
C 1.6642 -3.5382 3.6999
C 1.9030 -3.0328 2.4354
C 1.2578 -1.8807 1.9722
S 1.5771 -1.2661 0.3727
H -1.6639 0.2593 4.0173
H -2.1764 -0.8480 2.7041
H -2.1907 0.8974 2.4433
H 0.7511 1.0938 3.9228
H -0.2182 2.0601 2.7971
H 2.3235 0.6031 1.9540
H 2.2816 2.2961 2.4733
H 3.2362 2.4390 0.0083
H 2.0421 2.1290 -1.2853
H 2.7579 0.7791 -0.3911
H 2.6522 4.1499 1.0207
H 1.7665 6.4393 1.0542
H -0.6700 6.8157 0.7153
H -2.1726 4.8879 0.3676
H -0.5468 -1.2368 4.7751
H 0.5685 -3.2776 5.5338
H 2.1678 -4.4409 4.0244
H 2.5950 -3.5341 1.7703
O -3.6913 -2.1685 -0.9811
P -2.8931 -0.8390 -0.5032
O -3.8569 0.1187 0.0639
O -1.7072 -1.3087 0.3438
O -2.2500 -0.4257 -1.9021
P -1.0914 0.2951 -2.7703
O -0.6041 -0.9307 -3.6620
O -1.6087 1.3845 -3.5989
O 0.0477 0.5891 -1.7613
H -4.5854 -1.8965 -1.2134
H -0.3648 -1.6873 -3.0913
C 2.5116 -4.8065 -1.1612
C 1.1299 -5.3622 -0.8522
S -0.0547 -3.9948 -0.6918
O -0.0148 -3.3373 -2.0357
C -1.5519 -4.9998 -0.6755
C -1.8384 -5.5133 0.7290
H 3.1982 -5.6156 -1.4151
H 2.9198 -4.2571 -0.3133
H 2.4529 -4.1192 -2.0045
H 1.1134 -5.9216 0.0867
H 0.7699 -6.0025 -1.6605
H -1.4477 -5.7985 -1.4126
H -2.3237 -4.3107 -1.0070
H -1.0619 -6.1939 1.0850
H -2.7876 -6.0502 0.7502
H -1.9041 -4.6779 1.4276
```

***

The records above yield relative energy (zero: lowest compared OMol25 entry of this formula, charge and spin) values of 0.00 0.00 132.73 194.06 80.87 411.00 4.38 70.94 kJ/mol, respectively.